# 1
{
  "formula": "C8H18ClP",
  "method": "the ωB97M-V functional and the def2-TZVPD basis",
  "smiles": "CC(C)(C)P(Cl)C(C)(C)C",
  "e_homo_ev": -9.03,
  "e_above_lowest_kcal_mol": 0.0,
  "species": ["Cl", "P", "C", "C", "C", "C", "C", "C", "C", "C", "H", "H", "H", "H", "H", "H", "H", "H", "H", "H", "H", "H", "H", "H", "H", "H", "H", "H"],
  "xyz": [[-0.9488, 2.8094, -0.3222], [-0.3581, 0.9586, 0.8836], [2.0052, -0.7060, 0.5637], [1.4140, 0.9656, -1.4170], [-2.9537, 0.2340, 0.3853], [-1.2477, -0.6988, -1.2070], [2.2022, 1.8829, 0.6191], [-1.3369, -1.5029, 1.2451], [-1.5426, -0.3639, 0.2306], [1.3512, 0.7318, 0.0937], [1.6066, -1.0391, 1.5457], [0.8812, 1.8941, -1.7386], [-0.4565, -1.3035, -1.2085], [-3.3104, 1.1819, -0.2122], [-2.1307, -2.2710, 1.0329], [1.7868, -1.4311, -0.2249], [-1.2997, 0.2018, -1.7732], [-3.7316, -0.6392, 0.5034], [1.9965, 2.8300, 0.2177], [0.8753, 0.2240, -1.9989], [3.1871, 1.7580, 0.1242], [2.3379, 1.0672, -1.9663], [-0.5578, -2.2050, 1.0507], [2.2116, 1.8614, 1.7497], [3.0489, -0.6246, 0.4130], [-1.1248, -1.2202, 2.1927], [-1.9609, -1.3399, -1.7375], [-3.0000, 0.8083, 1.3111]],
  "atomic_forces_ev_per_a": [[0.2, -1.6, 1.1], [0.0, 1.3, -1.0], [-2.4, 1.5, -1.3], [-1.9, 0.0, -1.7], [-1.9, 0.6, 0.8], [-3.7, 0.5, 0.2], [1.3, -1.5, 1.5], [-1.5, -2.1, -4.0], [0.0, 1.3, -0.1], [0.7, -0.4, -0.4], [0.8, 0.2, -0.6], [0.4, -0.5, 0.8], [4.0, -1.6, -0.6], [0.9, -2.5, -0.2], [-0.2, 1.1, 1.1], [-0.7, -0.2, 0.3], [0.8, 0.6, -0.6], [1.2, 1.9, -0.6], [-1.3, 1.4, -0.1], [0.1, -0.4, 0.1], [0.1, -0.4, 1.0], [1.1, -0.2, 0.8], [1.5, 0.1, -0.9], [0.5, 0.4, -1.2], [1.3, 0.4, 0.9], [-0.4, 1.0, 3.3], [-0.8, 0.0, 0.6], [0.0, -0.6, 0.9]]
}

# 2
{
  "formula": "C8H18CoN2O7",
  "method": "the ωB97M-V functional and the def2-TZVPD basis",
  "multiplicity": 4,
  "e_homo_ev": [0.33, 0.23],
  "s_squared": 3.756,
  "charge": -2,
  "species": ["Co", "O", "O", "O", "O", "O", "O", "O", "N", "N", "C", "C", "C", "C", "C", "C", "C", "C", "H", "H", "H", "H", "H", "H", "H", "H", "H", "H", "H", "H", "H", "H", "H", "H", "H", "H"],
  "xyz": [[-0.0584, 0.9883, 0.1009], [-2.3148, 3.3701, -3.1289], [-2.0798, 0.7757, 0.9307], [0.5103, -0.8055, 1.1260], [1.8090, 1.4494, -0.6579], [-0.8635, 2.9278, -1.5747], [-0.8573, 0.0607, -1.5486], [0.5367, 2.0847, 1.7394], [-1.2706, 2.8752, -2.6986], [0.8001, -2.9673, 1.7172], [2.4648, 2.2969, 0.1753], [-2.2162, -0.0205, -1.3802], [-0.4690, 2.0009, -3.5846], [1.6111, -4.1459, 1.7035], [-0.5359, -3.0612, 2.2648], [1.6815, 2.8123, 1.4268], [-2.6305, -0.1416, 0.0742], [1.1692, -1.8029, 1.0962], [-0.9331, -2.0479, 2.3541], [2.3595, 2.8095, 2.3077], [-0.5447, -3.4418, 3.2908], [-2.2726, -1.1464, 0.4403], [-1.1707, -3.6346, 1.5867], [1.9941, -4.4113, 2.7003], [2.4725, -3.9889, 1.0525], [3.3954, 1.8054, 0.5961], [-3.7487, -0.1957, 0.1428], [2.9087, 3.2010, -0.3216], [2.1392, -1.8731, 0.5708], [-2.6684, -0.8765, -1.9442], [1.0280, -5.0143, 1.3738], [-0.4315, 1.0296, -3.0679], [-0.9505, 1.9336, -4.5579], [0.5263, 2.4245, -3.6900], [1.3375, 3.8532, 1.1994], [-2.7278, 0.8767, -1.8152]],
  "atomic_forces_ev_per_a": [[-0.3, 0.8, 0.6], [0.3, 0.3, 0.1], [0.4, 0.3, -1.0], [-0.2, -0.3, 0.3], [-0.7, 0.1, -0.1], [-0.3, 1.1, 0.5], [0.4, -0.3, 0.2], [0.6, -0.3, -0.7], [0.0, -1.0, -0.4], [-0.1, -0.1, 0.2], [1.3, -0.3, 0.7], [-0.4, 0.2, -0.7], [0.0, 0.1, -0.9], [0.1, -0.1, 0.1], [0.0, 0.7, 0.2], [-1.6, -0.1, -0.1], [0.2, -0.5, 1.5], [0.3, -0.2, -0.1], [-0.1, 0.0, -0.4], [0.2, 0.4, -0.2], [0.2, -0.4, -0.2], [-0.3, -0.4, -0.5], [-0.2, -0.1, 0.2], [0.0, 0.2, 0.0], [-0.1, -0.1, -0.1], [-0.1, -0.1, -0.1], [0.0, 0.1, -0.2], [-0.3, 0.0, -0.2], [0.0, 0.0, 0.0], [0.1, -0.1, 0.1], [0.1, 0.1, -0.2], [0.0, -0.1, 0.4], [-0.1, 0.1, 0.1], [0.0, 0.0, 0.3], [0.5, 0.1, 0.2], [0.0, 0.0, 0.2]]
}

# 3
{
  "formula": "C8H18CsOPS",
  "method": "the ωB97M-V functional and the def2-TZVPD basis",
  "e_homo_ev": -6.47,
  "species": ["Cs", "S", "P", "O", "C", "C", "C", "C", "C", "C", "C", "C", "H", "H", "H", "H", "H", "H", "H", "H", "H", "H", "H", "H", "H", "H", "H", "H", "H", "H"],
  "xyz": [[-0.2149, -4.1265, -1.1198], [-3.1434, -3.0199, -1.0924], [-1.6871, -2.4842, 0.1540], [2.2851, 1.7776, -0.3287], [-2.2116, -1.2114, 1.1839], [-2.8549, -0.0486, 0.4075], [1.2450, 1.8242, 0.6349], [-2.0988, 0.5206, -0.8171], [-0.5863, 0.6577, -0.6585], [-0.1410, 1.9678, 0.0242], [2.7774, 0.4866, -0.5915], [3.5567, -0.1483, 0.5778], [3.4501, 0.5777, -1.4409], [1.9958, -0.1995, -0.9173], [-0.8770, 2.2171, 0.7874], [-1.3342, -0.7928, 1.6932], [-0.1187, -0.1746, -0.1414], [4.5603, -0.4494, 0.3044], [-0.1392, 2.7471, -0.7319], [-0.5153, -2.1807, -0.6031], [1.4234, 2.7147, 1.2383], [-1.3181, -3.5555, 1.0326], [-2.4710, 1.5367, -0.9784], [3.0498, -1.0683, 0.8717], [3.5446, 0.4911, 1.4530], [-2.3319, -0.0167, -1.7313], [1.2374, 0.9767, 1.3230], [-3.8039, -0.4276, 0.0270], [-3.1193, 0.7426, 1.1039], [-0.1591, 0.6659, -1.6645]],
  "atomic_forces_ev_per_a": [[3.7, -6.4, -3.9], [0.7, -0.5, -0.3], [-4.9, 5.0, 3.9], [-0.1, -0.3, 0.1], [1.0, 0.3, -0.8], [-0.4, -0.9, -0.3], [-0.6, 1.0, 0.3], [0.2, 0.6, 0.6], [0.1, 0.6, -0.6], [0.0, -1.1, -0.4], [0.7, -0.3, -0.1], [-0.8, -0.5, -0.1], [0.0, 0.3, -0.1], [-0.3, 0.1, 0.0], [0.1, 0.2, 0.3], [0.1, -0.4, 0.5], [-0.2, -0.3, 0.2], [0.3, 0.3, 0.0], [0.0, 0.3, 0.1], [-0.4, 1.7, 0.8], [0.2, 0.0, 0.1], [0.4, 0.5, -0.3], [-0.1, 0.1, -0.2], [0.0, -0.1, 0.2], [0.3, 0.2, 0.0], [-0.1, -0.4, 0.0], [0.3, -0.2, -0.1], [-0.2, 0.2, 0.0], [0.1, 0.2, 0.2], [0.2, -0.1, -0.1]]
}